Run i
Density functional theory data (the ωB97M-V functional and the def2-TZVPD basis) for an isolated molecule of C13H18N2O4.

SMILES: C[C@@H](O)[C@H](N)C(=O)N[C@@H](Cc1ccccc1)C(=O)O
E_HOMO, Eh: -0.338
LUMO, eV: 0.626
M, g/mol: 266.3
Frontier orbital gap, eV: 9.81

Each line ends with the natural charge from an NBO analysis.
Geometry (Å):
C1 -1.40 2.29 3.62  -0.6358
C2 -0.72 2.11 2.27  0.0715
O1 0.74 1.81 2.39  -0.7392
C3 -1.40 1.04 1.54  -0.1824
N1 -1.06 -0.27 2.00  -0.8347
C4 -0.99 1.17 0.12  0.6862
O2 -0.70 2.24 -0.44  -0.6287
N2 -1.04 -0.01 -0.57  -0.6133
C5 -0.63 0.05 -1.94  -0.1621
C6 -0.02 -1.16 -2.48  -0.4103
C7 1.26 -1.42 -1.59  -0.0247
C8 1.32 -2.50 -0.73  -0.2051
C9 2.50 -2.93 -0.12  -0.2058
C10 3.58 -2.05 -0.24  -0.2100
C11 3.46 -0.85 -0.97  -0.2023
C12 2.31 -0.58 -1.71  -0.2193
C13 -1.92 0.35 -2.77  0.7831
O3 -2.30 1.48 -3.00  -0.5570
O4 -2.77 -0.74 -2.84  -0.7194
H1 -1.64 1.32 4.12  0.1938
H2 -2.44 2.64 3.50  0.2140
H3 -1.09 3.00 4.35  0.2301
H4 -0.78 3.04 1.69  0.2080
H5 1.05 2.40 1.66  0.4819
H6 -2.44 1.17 1.68  0.2259
H7 -1.39 -0.47 2.92  0.3658
H8 -0.08 -0.36 2.06  0.3799
H9 -1.38 -0.87 -0.11  0.4436
H10 -0.05 0.90 -2.03  0.2525
H11 0.24 -1.11 -3.63  0.2366
H12 -0.64 -2.05 -2.41  0.2266
H13 0.43 -3.08 -0.51  0.2024
H14 2.61 -3.86 0.35  0.2152
H15 4.48 -2.32 0.28  0.2091
H16 4.33 -0.27 -1.09  0.2105
H17 2.13 0.48 -2.05  0.2174
H18 -3.55 -0.60 -3.33  0.4959


Run ii
Density functional theory data (the ωB97M-V functional and the def2-TZVPD basis) for an isolated molecule of C13H18N2O4.

SMILES: C[C@@H](O)[C@H](NC(=O)[C@@H](N)Cc1ccccc1)C(=O)O
E_HOMO, Eh: -0.340
LUMO, eV: 0.508
M, g/mol: 266.3
Frontier orbital gap, eV: 9.75

Each line ends with the natural charge from an NBO analysis.
Geometry (Å):
C1 -2.64 -2.57 -0.62  -0.6333
C2 -1.69 -1.36 -0.15  0.1195
O1 -0.56 -1.48 -0.97  -0.7311
C3 -2.08 0.20 -0.41  -0.1716
N1 -0.95 0.94 0.17  -0.6124
C4 -0.41 1.95 -0.39  0.6469
O2 -1.01 2.56 -1.28  -0.6567
C5 0.98 2.45 -0.18  -0.1301
N2 0.88 4.03 0.01  -0.8090
C6 1.70 1.84 0.94  -0.4524
C7 2.14 0.39 0.72  -0.0605
C8 1.59 -0.76 1.33  -0.1961
C9 1.77 -2.11 0.94  -0.2488
C10 2.71 -2.35 -0.12  -0.2089
C11 3.11 -1.23 -0.84  -0.1960
C12 2.92 0.03 -0.26  -0.1790
C13 -3.32 0.49 0.33  0.7647
O3 -3.77 1.57 0.72  -0.5765
O4 -3.97 -0.64 0.62  -0.6732
H1 -2.27 -2.92 -1.59  0.2150
H2 -3.67 -2.40 -0.65  0.2300
H3 -2.40 -3.43 0.01  0.2056
H4 -1.28 -1.55 0.86  0.1680
H5 -0.17 -2.42 -0.73  0.4749
H6 -2.17 0.30 -1.54  0.2806
H7 -0.11 0.40 0.61  0.4404
H8 1.56 2.50 -1.06  0.2165
H9 1.77 4.33 -0.34  0.3343
H10 0.22 4.31 -0.72  0.3852
H11 0.97 2.00 1.80  0.2394
H12 2.60 2.55 0.97  0.2401
H13 0.65 -0.65 1.95  0.1970
H14 1.40 -2.92 1.57  0.2237
H15 3.00 -3.39 -0.24  0.2211
H16 3.69 -1.33 -1.78  0.2252
H17 3.55 0.83 -0.75  0.2008
H18 -4.73 -0.19 1.07  0.5068


Run iii
Density functional theory data (the ωB97M-V functional and the def2-TZVPD basis) for a structure of composition C13H18N2O4.

E_HOMO, Eh: -0.319
LUMO, eV: 0.601
M, g/mol: 266.3
Frontier orbital gap, eV: 9.29

Each line ends with the natural charge from an NBO analysis.
Geometry (Å):
C1 3.35 0.22 -0.53  -0.1292
C2 1.74 0.00 -0.51  0.7028
C3 3.86 -1.33 0.02  0.0836
C4 5.40 -1.35 -0.04  -0.6664
C5 -0.38 0.98 -0.40  -0.1371
C6 -1.18 2.38 -0.22  0.8030
C7 -0.98 -0.04 0.76  -0.4228
C8 -2.31 -0.70 0.48  -0.0681
C9 -2.31 -1.73 -0.52  -0.1885
C10 -3.45 -0.21 1.07  -0.1764
C11 -3.52 -2.30 -0.93  -0.2377
C12 -4.70 -0.74 0.66  -0.2174
C13 -4.66 -1.63 -0.38  -0.2029
H1 3.23 1.31 1.11  0.3775
H2 5.05 1.16 0.21  0.3698
H3 3.90 0.36 -1.40  0.1954
H4 3.36 -2.12 -0.43  0.2025
H5 3.11 -1.98 1.84  0.4708
H6 5.65 -2.32 0.39  0.2268
H7 5.76 -1.22 -1.12  0.2295
H8 6.03 -0.48 0.46  0.2122
H9 1.51 1.95 -0.14  0.4272
H10 -0.51 0.51 -1.37  0.2538
H11 -1.34 0.44 1.83  0.2155
H12 -0.25 -0.88 0.86  0.2588
H13 -1.26 -2.06 -0.97  0.2330
H14 -3.41 0.62 1.74  0.2089
H15 -3.35 -3.26 -1.47  0.2313
H16 -5.60 -0.32 0.93  0.2093
H17 -5.56 -1.99 -0.76  0.1978
H18 -3.08 3.06 0.33  0.5070
N1 3.79 1.38 0.16  -0.8245
N2 1.06 1.11 -0.30  -0.6117
O1 1.12 -1.01 -0.79  -0.6568
O2 3.13 -1.15 1.39  -0.7707
O3 -0.63 3.58 -0.38  -0.5834
O4 -2.66 2.14 0.04  -0.7227


Going by the computed energies, the most stable comes first: run i, run ii, run iii.


Run i
Density functional theory data (the ωB97M-V functional and the def2-TZVPD basis) for a structure of composition CH2O2S3.

E_HOMO (spin up / spin down), Eh: -0.270 / -0.271
LUMO (spin up / spin down), eV: -2.643 / -2.645
M, g/mol: 142.2
Frontier orbital gap (spin up / spin down), eV: 4.71 / 4.74

Each line ends with the natural charge from an NBO analysis.
Geometry (Å):
C1 0.95 -0.66 -0.11  -0.3862
O1 -0.02 2.33 -0.53  -0.8766
O2 -0.52 -2.47 0.90  -0.9292
S1 2.39 -0.34 -0.59  0.4141
S2 -1.41 1.84 0.24  0.0275
S3 -0.56 -0.79 0.39  0.7944
H1 0.06 3.25 -0.46  0.4726
H2 -0.88 -3.15 0.15  0.4836


Run ii
Density functional theory data (the ωB97M-V functional and the def2-TZVPD basis) for an isolated molecule of CH2O2S3.

SMILES: O=S1(=O)S[C@H]1S
E_HOMO, Eh: -0.374
LUMO, eV: -0.215
M, g/mol: 142.2
Frontier orbital gap, eV: 9.96

Each line ends with the natural charge from an NBO analysis.
Geometry (Å):
O1 -1.24 -2.03 2.55  -0.8864
S1 -0.01 -1.42 2.27  2.0373
O2 0.82 -0.81 3.30  -0.8781
S2 0.91 -2.23 0.69  -0.0152
C1 0.06 -0.50 0.77  -0.7638
S3 -1.31 -0.06 -0.17  0.1079
H1 0.92 0.19 0.70  0.2698
H2 -2.19 -0.05 0.72  0.1286


Going by the computed energies, the most stable comes first: run ii, run i.


Run i
Density functional theory data (the ωB97M-V functional and the def2-TZVPD basis) for a structure of composition C4H10N4O.

E_HOMO, Eh: -0.299
LUMO, eV: 0.507
M, g/mol: 130.2
Frontier orbital gap, eV: 8.63

Each line ends with the natural charge from an NBO analysis.
Geometry (Å):
C1 2.45 1.10 0.39  0.2377
C2 -2.32 0.52 -0.66  -0.4086
C3 0.82 -0.92 -0.14  -0.1476
C4 2.38 0.17 -0.63  -0.0710
N1 2.44 2.02 1.09  -0.3417
N2 -0.49 0.26 1.56  -0.7090
N3 -0.85 0.58 -0.73  -0.4534
N4 -0.29 -0.25 0.23  -0.1543
O1 3.51 -0.58 -0.83  -0.6847
H1 -2.58 -0.45 -0.80  0.1988
H2 -2.63 0.96 0.24  0.1994
H3 -2.63 0.98 -1.59  0.1989
H4 1.26 -1.68 0.37  0.1985
H5 0.67 -1.26 -1.12  0.1978
H6 1.92 0.56 -1.53  0.2001
H7 -0.41 -0.42 2.31  0.3540
H8 0.24 0.84 2.03  0.3597
H9 -0.43 1.52 -0.60  0.3465
H10 3.28 -1.39 -1.40  0.4788


Run ii
Density functional theory data (the ωB97M-V functional and the def2-TZVPD basis) for an isolated molecule of C4H10N4O.

E_HOMO, Eh: -0.280
LUMO, eV: 0.452
M, g/mol: 130.2
Frontier orbital gap, eV: 8.08

Each line ends with the natural charge from an NBO analysis.
Geometry (Å):
C1 1.95 0.11 0.90  -0.6861
C2 -0.47 0.69 0.20  0.0539
C3 -0.75 0.35 -1.21  0.4479
C4 0.54 -0.34 0.60  0.5248
N1 -1.44 1.17 1.14  -0.8259
N2 -1.84 0.04 -2.00  -0.8420
N3 0.50 -0.96 -1.11  -0.8197
O1 0.04 -1.29 1.45  -0.6892
N4 -0.11 1.49 -0.97  -0.5952
H1 0.69 -1.99 1.58  0.4804
H2 -1.06 1.96 1.66  0.3604
H3 -1.71 0.45 1.80  0.3633
H4 -2.48 -0.64 -1.63  0.3803
H5 -2.28 0.86 -2.39  0.3956
H6 1.13 -0.63 -1.84  0.3920
H7 0.47 -1.98 -1.12  0.3698
H8 2.65 -0.72 0.85  0.2067
H9 2.22 0.88 0.18  0.2573
H10 1.96 0.54 1.91  0.2258


Run iii
Density functional theory data (the ωB97M-V functional and the def2-TZVPD basis) for an isolated molecule of C4H10N4O.

SMILES: C=C(N(C)N)N(N)C=O
E_HOMO, Eh: -0.308
LUMO, eV: 0.785
M, g/mol: 130.2
Frontier orbital gap, eV: 9.16

Each line ends with the natural charge from an NBO analysis.
Geometry (Å):
C1 0.34 -1.94 0.01  -0.4496
C2 0.12 -0.61 -0.04  0.3043
N1 -1.13 -0.12 0.38  -0.3444
C3 -1.52 -0.09 1.79  -0.3968
N2 -1.94 0.55 -0.56  -0.6351
N3 1.10 0.24 -0.55  -0.3189
N4 2.08 -0.27 -1.44  -0.6251
C4 1.15 1.61 -0.26  0.5039
O1 1.95 2.40 -0.74  -0.5992
H1 1.28 -2.38 -0.31  0.2152
H2 -0.42 -2.62 0.37  0.2065
H3 -1.49 -1.09 2.23  0.1972
H4 -0.86 0.57 2.35  0.1761
H5 -2.55 0.28 1.90  0.2257
H6 -2.15 -0.09 -1.33  0.3467
H7 -1.43 1.33 -0.99  0.3324
H8 2.99 -0.04 -1.03  0.3623
H9 2.04 0.34 -2.27  0.3654
H10 0.41 1.92 0.49  0.1334


Going by the computed energies, the most stable comes first: run iii, run ii, run i.


Run i
Density functional theory data (the ωB97M-V functional and the def2-TZVPD basis) for an isolated molecule of C2H4Cl2S.

SMILES: SCC(Cl)Cl
E_HOMO, Eh: -0.342
LUMO, eV: 0.680
M, g/mol: 131.0
Frontier orbital gap, eV: 10.00

Each line ends with the natural charge from an NBO analysis.
Geometry (Å):
S1 1.97 -0.21 -0.36  -0.0651
C1 0.83 -0.11 1.08  -0.5477
C2 -0.62 0.05 0.70  -0.2004
Cl1 -1.33 -1.29 -0.25  -0.0346
Cl2 -0.74 1.60 -0.26  -0.0246
H1 1.45 -1.16 -1.23  0.1517
H2 0.95 -1.07 1.71  0.2398
H3 1.15 0.77 1.56  0.2459
H4 -1.19 -0.05 1.64  0.2351


Run ii
Density functional theory data (the ωB97M-V functional and the def2-TZVPD basis) for an isolated molecule of C2H4Cl2S.

SMILES: SCC(Cl)Cl
E_HOMO, Eh: -0.348
LUMO, eV: 0.737
M, g/mol: 131.0
Frontier orbital gap, eV: 10.20

Each line ends with the natural charge from an NBO analysis.
Geometry (Å):
S1 -1.79 -0.24 -0.79  0.0229
C1 -0.47 -0.37 0.35  -0.5936
C2 0.94 0.15 0.12  -0.2104
Cl1 1.03 1.73 -0.57  0.0185
Cl2 2.12 -0.99 -0.74  -0.0574
H1 -1.82 0.95 -1.13  0.0992
H2 -0.88 -0.03 1.32  0.2376
H3 -0.48 -1.47 0.32  0.2590
H4 1.35 0.27 1.12  0.2242


Going by the computed energies, the most stable comes first: run i, run ii.